No. 1
C58H104N14O4Rb as an isolated structure, computed with ωB97M-V/def2-TZVPD.

```
! wB97M-V def2-TZVPD RIJCOSX def2/J DEFGRID3
* xyz 7 1
Rb -6.23 0.93 -3.29
C -0.83 -0.04 0.87
C -1.49 -1.15 0.16
C -0.56 -2.42 -0.17
O -1.04 -3.38 -0.75
C 0.81 -2.35 0.34
C 1.26 -1.32 1.12
C 0.46 -0.06 1.36
O 0.87 1.12 1.72
O 2.52 -1.42 1.42
O -2.67 -1.04 -0.25
H -1.39 0.88 0.97
H 1.48 -3.11 -0.02
C -8.71 -4.94 -6.70
C -8.41 -3.83 -5.74
N -7.87 -4.28 -4.46
C -6.55 -4.43 -4.24
C -6.53 -5.02 -3.00
N -7.76 -5.20 -2.45
C -8.59 -4.87 -3.48
C -8.13 -5.83 -1.17
H -9.38 -5.63 -6.19
H -7.81 -5.46 -7.03
H -9.26 -4.39 -7.46
H -9.29 -3.22 -5.53
H -7.85 -3.02 -6.21
H -5.84 -4.04 -4.95
H -5.68 -5.27 -2.38
H -9.67 -4.79 -3.45
H -9.17 -6.12 -1.23
H -8.03 -5.04 -0.42
H -7.53 -6.71 -0.98
C 6.16 6.86 1.25
C 5.74 5.63 0.51
N 6.64 4.56 0.59
C 8.02 4.65 0.57
C 8.56 3.37 0.40
N 7.54 2.44 0.43
C 6.40 3.19 0.53
C 7.72 0.98 0.12
H 6.48 6.69 2.28
H 5.33 7.56 1.31
H 6.90 7.39 0.65
H 5.70 5.95 -0.53
H 4.77 5.34 0.91
H 8.45 5.64 0.64
H 9.56 3.00 0.30
H 5.43 2.76 0.38
H 8.71 0.71 -0.25
H 6.98 0.56 -0.57
H 7.52 0.40 1.02
C 4.60 -2.54 -4.93
C 4.49 -3.76 -4.09
N 3.76 -4.76 -4.80
C 4.36 -5.66 -5.67
C 3.28 -6.34 -6.19
N 2.09 -5.94 -5.61
C 2.41 -4.87 -4.75
C 0.67 -6.35 -5.84
H 3.69 -1.94 -4.91
H 4.82 -2.61 -6.00
H 5.41 -1.90 -4.58
H 3.94 -3.41 -3.22
H 5.49 -4.12 -3.83
H 5.40 -5.64 -5.97
H 3.32 -7.04 -7.02
H 1.76 -4.29 -4.11
H 0.33 -7.23 -5.29
H 0.56 -6.45 -6.92
H 0.01 -5.56 -5.49
C 6.72 4.88 6.79
C 5.34 4.21 6.99
N 5.41 2.77 7.15
C 5.04 1.90 6.20
C 5.39 0.59 6.62
N 6.04 0.76 7.82
C 6.01 2.06 8.15
C 6.63 -0.27 8.60
H 7.16 4.48 5.88
H 7.43 4.65 7.58
H 6.69 5.97 6.70
H 4.68 4.46 6.16
H 4.80 4.56 7.87
H 4.51 2.17 5.29
H 5.31 -0.37 6.12
H 6.48 2.47 9.03
H 6.75 -0.03 9.66
H 7.65 -0.39 8.23
H 6.20 -1.25 8.43
C 3.84 -10.25 -0.90
C 3.36 -8.79 -1.14
N 3.48 -7.91 0.01
C 4.64 -7.43 0.56
C 4.33 -6.84 1.78
N 3.02 -6.98 2.05
C 2.49 -7.62 0.94
C 2.32 -6.46 3.28
H 4.85 -10.41 -0.54
H 4.09 -10.70 -1.86
H 3.15 -10.92 -0.38
H 2.37 -8.73 -1.59
H 4.03 -8.23 -1.80
H 5.53 -7.49 -0.04
H 4.99 -6.39 2.51
H 1.49 -8.03 0.86
H 1.53 -7.15 3.57
H 1.85 -5.54 2.93
H 2.96 -6.21 4.13
C -3.38 11.07 1.67
C -4.09 9.66 1.72
N -3.20 8.63 2.24
C -3.44 7.26 2.11
C -2.35 6.57 2.66
N -1.49 7.49 3.20
C -2.02 8.75 2.92
C -0.17 7.24 3.78
H -4.10 11.81 1.32
H -2.45 11.20 1.12
H -3.15 11.43 2.68
H -4.42 9.42 0.71
H -5.02 9.77 2.29
H -4.37 6.94 1.65
H -2.08 5.53 2.76
H -1.57 9.68 3.23
H -0.38 7.15 4.85
H 0.30 8.18 3.49
H 0.25 6.33 3.36
C -0.93 4.73 -9.87
C -0.50 5.32 -8.48
C -1.51 5.08 -7.34
N -1.17 5.66 -5.96
C -0.88 7.16 -6.02
C -2.36 5.45 -4.98
C -1.76 5.47 -3.61
C -0.39 4.77 -3.77
C -0.06 4.95 -5.20
H -1.23 3.68 -9.79
H -0.19 4.94 -10.65
H -1.76 5.34 -10.21
H -0.20 6.35 -8.71
H 0.41 4.80 -8.19
H -1.89 4.06 -7.30
H -2.38 5.72 -7.53
H 0.11 7.24 -6.48
H -0.98 7.61 -5.03
H -1.55 7.57 -6.77
H -3.10 6.24 -4.96
H -2.72 4.47 -5.29
H -1.53 6.48 -3.27
H -2.44 5.13 -2.84
H 0.38 5.11 -3.07
H -0.49 3.72 -3.50
H 0.88 5.48 -5.33
H 0.12 3.95 -5.59
C -3.71 -6.19 3.57
C -3.78 -4.94 4.50
C -5.14 -4.18 4.34
N -5.34 -2.87 5.18
C -5.24 -3.12 6.69
C -6.79 -2.36 4.88
C -6.67 -0.81 5.10
C -5.23 -0.49 4.65
C -4.36 -1.76 4.74
H -4.71 -6.64 3.64
H -3.08 -7.00 3.93
H -3.61 -6.00 2.50
H -2.95 -4.29 4.22
H -3.68 -5.26 5.54
H -5.89 -4.88 4.70
H -5.21 -3.85 3.31
H -4.20 -3.15 7.01
H -5.68 -4.11 6.84
H -5.78 -2.31 7.19
H -7.54 -2.94 5.42
H -6.88 -2.44 3.79
H -6.91 -0.66 6.15
H -7.39 -0.29 4.47
H -4.84 0.29 5.30
H -5.32 -0.10 3.64
H -3.59 -1.64 5.51
H -3.90 -1.93 3.76
*
```

As for the gap between HOMO and LUMO: 0.0977 Ha. The value obtained for the maximum force is 0.13000 hartree/bohr. The value obtained for the HOMO energy is -14.567 eV. The relative energy (zero: lowest compared OMol25 entry of this formula, charge and spin) is 64.9 kcal per mole.

Atom charges from the Löwdin analysis, given in e for atoms 1 to 6: 0.918, -0.056, -0.368, -0.397, -0.054, -0.060

***

No. 2
A 12-piece molecular cluster, C58H110F21N5O24 overall, computed with ωB97M-V/def2-TZVPD.

```
! wB97M-V def2-TZVPD RIJCOSX def2/J DEFGRID3
* xyz 0 1
C 1.92 -7.39 -10.66
O 2.18 -6.35 -9.80
C 1.81 -6.62 -8.48
C 2.36 -5.53 -7.61
N 3.81 -5.44 -7.71
C 4.35 -4.24 -7.08
C 4.34 -4.43 -5.57
O 5.07 -3.33 -4.99
C 5.15 -3.42 -3.61
H 2.39 -8.33 -10.34
H 2.36 -7.08 -11.61
H 0.83 -7.57 -10.86
H 2.23 -7.61 -8.19
H 0.73 -6.70 -8.34
H 1.99 -5.77 -6.62
H 1.91 -4.56 -7.89
H 3.99 -5.32 -8.70
H 3.80 -3.36 -7.44
H 5.40 -4.14 -7.36
H 4.90 -5.36 -5.32
H 3.33 -4.50 -5.13
H 5.55 -2.49 -3.18
H 5.85 -4.26 -3.39
H 4.19 -3.72 -3.15
C 6.69 7.02 -2.74
O 5.38 6.45 -2.70
C 4.41 7.48 -2.47
C 3.10 6.90 -2.02
N 3.35 6.22 -0.76
C 2.18 5.48 -0.20
C 2.70 4.75 1.04
O 3.63 3.75 0.63
C 4.25 3.12 1.70
H 7.29 6.15 -2.95
H 6.95 7.61 -1.85
H 6.78 7.70 -3.62
H 4.30 8.11 -3.38
H 4.80 8.14 -1.71
H 2.81 6.23 -2.83
H 2.36 7.72 -1.95
H 4.08 5.53 -0.86
H 1.80 4.75 -0.94
H 1.33 6.14 0.06
H 1.90 4.27 1.64
H 3.24 5.44 1.71
H 4.82 2.33 1.25
H 3.52 2.64 2.34
H 4.85 3.80 2.33
C -5.64 -2.31 11.02
O -4.88 -1.81 9.94
C -3.75 -2.58 9.76
C -3.04 -2.26 8.44
N -3.96 -2.50 7.33
C -3.36 -2.15 6.03
C -4.08 -2.81 4.89
O -3.38 -2.47 3.72
C -4.08 -2.79 2.53
H -6.45 -1.61 11.18
H -5.01 -2.36 11.93
H -5.98 -3.32 10.80
H -3.99 -3.66 9.74
H -3.14 -2.46 10.67
H -2.11 -2.83 8.33
H -2.74 -1.20 8.41
H -4.78 -1.93 7.51
H -2.31 -2.45 6.04
H -3.45 -1.07 5.86
H -5.15 -2.50 4.81
H -4.04 -3.91 4.96
H -4.43 -3.85 2.55
H -3.42 -2.59 1.68
H -4.95 -2.13 2.47
C -9.20 4.14 0.58
O -7.88 4.06 0.18
C -7.63 2.81 -0.48
C -6.17 2.68 -0.84
N -5.32 2.90 0.34
C -3.90 2.87 0.07
C -3.01 3.27 1.19
O -3.13 4.63 1.43
C -2.48 5.01 2.66
H -9.90 4.02 -0.28
H -9.37 5.14 1.00
H -9.44 3.36 1.31
H -8.23 2.67 -1.40
H -7.82 1.96 0.21
H -5.97 3.41 -1.65
H -5.99 1.66 -1.25
H -5.58 3.83 0.65
H -3.65 3.52 -0.79
H -3.65 1.83 -0.23
H -1.96 3.09 0.84
H -3.12 2.65 2.15
H -1.43 4.72 2.54
H -2.88 4.50 3.54
H -2.57 6.10 2.70
C -0.35 -2.25 2.89
O 0.25 -1.26 2.10
C -0.49 -0.02 2.23
C 0.27 1.00 1.45
N 0.28 0.76 -0.02
C 1.21 1.74 -0.63
C 1.45 1.32 -2.11
O 1.89 -0.03 -2.14
C 2.31 -0.52 -3.37
H 0.19 -3.18 2.71
H -1.40 -2.39 2.69
H -0.30 -2.04 3.97
H -0.54 0.30 3.28
H -1.52 -0.16 1.89
H 1.31 1.10 1.82
H -0.22 1.95 1.63
H 0.70 -0.15 -0.17
H 2.20 1.73 -0.15
H 0.89 2.80 -0.53
H 2.10 2.07 -2.59
H 0.49 1.44 -2.60
H 2.77 -1.50 -3.18
H 3.14 0.16 -3.68
H 1.51 -0.59 -4.10
C 5.03 4.25 -5.35
C 4.34 3.75 -6.60
O 4.34 2.27 -6.51
C 3.98 1.64 -7.61
O 3.60 2.21 -8.63
C 3.96 0.09 -7.42
F 2.73 -0.42 -7.79
F 4.90 -0.43 -8.22
F 4.22 -0.30 -6.17
H 5.08 5.34 -5.33
H 6.07 3.89 -5.28
H 4.47 4.00 -4.42
H 4.77 4.09 -7.53
H 3.26 3.92 -6.64
C -1.85 -3.91 -1.61
C -0.72 -3.69 -0.60
O 0.14 -4.82 -0.57
C 1.10 -4.86 -1.43
O 1.34 -3.98 -2.27
C 1.89 -6.16 -1.40
F 1.33 -7.08 -2.18
F 3.14 -5.97 -1.87
F 2.00 -6.64 -0.12
H -2.51 -3.04 -1.71
H -2.46 -4.75 -1.25
H -1.44 -4.11 -2.59
H -1.10 -3.55 0.43
H -0.12 -2.83 -0.90
C 3.67 -2.50 0.18
C 3.42 -2.99 1.57
O 3.59 -1.87 2.53
C 3.16 -2.09 3.72
O 2.60 -3.04 4.17
C 3.33 -0.90 4.64
F 4.25 -1.18 5.55
F 3.59 0.27 3.98
F 2.20 -0.65 5.31
H 3.49 -3.29 -0.56
H 4.71 -2.26 0.06
H 3.12 -1.64 -0.16
H 4.15 -3.72 1.89
H 2.43 -3.42 1.64
C -2.70 5.62 -2.61
C -1.32 5.28 -2.04
O -0.54 4.47 -2.95
C -0.07 5.05 -4.02
O -0.27 6.18 -4.39
C 0.71 4.12 -4.96
F 1.96 3.97 -4.53
F 0.18 2.88 -5.07
F 0.76 4.67 -6.16
H -2.77 6.41 -3.35
H -3.41 5.89 -1.84
H -3.12 4.72 -3.09
H -1.46 4.62 -1.16
H -0.70 6.13 -1.84
C -0.47 0.93 6.22
C -1.70 1.70 6.68
O -1.37 3.00 7.23
C -0.86 2.99 8.38
O -0.52 2.08 9.09
C -0.50 4.45 8.85
F -1.35 4.95 9.80
F 0.76 4.53 9.39
F -0.59 5.41 7.90
H -0.76 -0.06 5.85
H 0.24 0.74 7.00
H 0.06 1.43 5.38
H -2.26 1.04 7.34
H -2.31 2.05 5.85
C -4.10 -2.58 -6.24
C -4.16 -1.07 -6.61
O -4.09 -0.29 -5.38
C -2.92 0.06 -5.02
O -1.83 -0.24 -5.51
C -2.90 0.90 -3.72
F -2.51 2.20 -3.97
F -4.09 0.97 -3.14
F -2.05 0.37 -2.82
H -4.96 -2.87 -5.65
H -3.19 -2.73 -5.67
H -4.00 -3.19 -7.15
H -5.13 -0.77 -7.04
H -3.32 -0.84 -7.27
C -0.06 -5.01 5.08
C 0.45 -4.17 6.29
O -0.31 -4.53 7.48
C 0.09 -5.50 8.18
O 1.08 -6.16 8.01
C -0.93 -5.93 9.25
F -1.41 -4.82 9.91
F -2.01 -6.56 8.75
F -0.37 -6.66 10.21
H 0.00 -6.10 5.25
H 0.47 -4.81 4.15
H -1.12 -4.79 4.93
H 0.35 -3.10 6.16
H 1.49 -4.40 6.48
*
```

As for the gap between HOMO and LUMO: 0.3319 Ha. The value obtained for the maximum force is 0.09396 hartree/bohr. As for the SMILES: CCOC(=O)C(F)(F)F.CCOC(=O)C(F)(F)F.CCOC(=O)C(F)(F)F.CCOC(=O)C(F)(F)F.CCOC(=O)C(F)(F)F.CCOC(=O)C(F)(F)F.CCOC(=O)C(F)(F)F.COCCNCCOC.COCCNCCOC.COCCNCCOC.COCCNCCOC.COCCNCCOC. The value obtained for the HOMO energy is -8.880 eV.

Atom charges from the Löwdin analysis, given in e for atoms 1 to 6: -0.143, -0.187, -0.250, -0.220, -0.061, -0.207